(1)
ORCA calculation (the ωB97M-V functional and the def2-TZVPD basis) on a structure of composition C13H7BrCl3N10OPt.

```
36
Properties=species:S:1:pos:R:3:forces:R:3:nbo_charge:R:1
N 2.5499 2.5979 -0.0620 0.315 0.435 0.124 -0.590
O -0.2232 -0.2408 2.2756 -0.606 0.062 0.457 -0.814
C 1.2329 2.9401 -0.0890 -1.154 -0.062 0.015 0.441
C -3.9963 0.0258 3.8802 0.184 0.007 -0.197 -0.108
H -2.1386 -4.7048 -0.0273 -0.105 0.063 0.025 0.227
C 1.2176 -2.9227 -0.2058 0.078 0.173 -0.056 0.012
H -1.9682 -2.2884 -0.4920 0.077 0.059 0.166 0.222
H 2.1589 -2.3855 -0.2896 -0.043 0.034 0.130 0.282
C -2.5800 0.0097 1.9690 -0.027 0.038 0.682 -0.182
H -4.7130 0.1274 1.8636 -0.103 0.042 -0.052 0.226
H -3.0059 -0.0248 5.7840 -0.010 0.006 0.078 0.228
N 3.2322 -0.7806 -0.2543 0.008 -0.810 -0.070 -0.162
N 0.2024 2.0748 -0.2199 1.402 -0.948 0.900 -0.409
C -1.1731 -4.2240 -0.0492 0.292 -0.242 -0.156 -0.250
H -0.0355 -6.0271 0.3363 -0.020 -0.105 0.092 0.230
C 3.0411 1.3312 -0.0934 -0.021 -1.162 -0.235 0.444
Pt 0.1951 -0.0262 0.0264 1.270 1.264 -2.363 0.998
Cl -0.2471 -0.1157 5.1814 0.196 -0.059 0.177 0.004
C -3.8502 0.0591 2.5065 0.029 0.008 0.062 -0.227
C -1.3991 -0.1055 2.7489 0.656 -0.216 -0.049 0.410
N 4.3980 -0.2763 -0.1051 0.408 -0.698 -0.109 -0.088
N 0.7740 4.1853 -0.0145 1.343 -0.479 -0.086 -0.378
Br 2.8201 -5.2084 0.2814 -0.091 0.105 -0.001 0.075
H 3.2108 3.3443 0.0823 -0.043 -0.107 0.004 0.427
N 2.3239 0.1935 -0.2636 -1.099 1.186 0.273 -0.412
Cl -2.4043 0.1681 0.2566 0.412 -0.183 -0.585 0.075
C -0.0158 -4.9661 0.1510 0.222 0.713 -0.122 -0.172
C -2.8881 -0.0258 4.7116 0.133 -0.009 -0.121 -0.231
C -1.6296 -0.0793 4.1540 -0.470 0.013 -0.069 -0.140
C 1.1861 -4.2729 0.0671 -0.210 -0.746 -0.125 -0.113
Cl -5.5822 0.0745 4.5710 -0.416 0.006 0.180 -0.032
C -1.0760 -2.8713 -0.3074 -0.101 0.317 -0.187 0.056
N -0.8887 2.8396 -0.2213 -1.220 -0.158 0.099 -0.130
N 4.3356 1.0414 -0.0042 -0.525 0.995 0.036 -0.371
N -0.5434 4.0649 -0.1025 -0.765 0.143 -0.174 -0.099
N 0.0938 -2.2127 -0.3748 0.002 0.317 1.256 -0.450
```
Positions in Å, forces in eV/Å.

Its energy relative to the best compared isomer or geometry (same formula, charge and spin) is 1.861 eV. The value obtained for the gap between HOMO and LUMO (spin up / spin down) is 6.6 / 6.6 eV. Its energy is -141399.5982 eV. As for the net charge: -1.


(2)
ORCA calculation (the ωB97M-V functional and the def2-TZVPD basis) on a cluster of 2 separate species, CH5Cl2NP in total.

```
10
Properties=species:S:1:pos:R:3:forces:R:3:nbo_charge:R:1
H -1.0093 -0.2361 -1.0349 1.907 1.016 0.046 0.443
H -0.3568 1.0919 1.5031 -0.642 0.136 -0.311 0.264
Cl -2.7395 -1.1376 -0.5702 -0.709 -0.899 -1.342 -0.203
P -2.4737 -0.1300 1.1034 1.724 1.497 1.077 0.880
N -0.2701 0.3916 -0.5209 -3.350 1.071 -0.443 -0.752
Cl 1.3994 -1.9358 0.2141 -0.266 0.271 0.806 -0.195
H -0.0906 1.3122 -0.9913 0.247 -1.263 0.216 0.462
H 0.4954 -0.1489 -0.1800 1.704 -0.439 -1.269 0.439
C -0.9789 0.6109 0.7349 -1.201 -0.368 1.340 -0.588
H 0.7581 -1.2185 1.1140 0.586 -1.022 -0.120 0.250
```
Positions in Å, forces in eV/Å.

Its energy relative to the best compared isomer or geometry (same formula, charge and spin) is 1.461 eV. The value obtained for the gap between HOMO and LUMO is 9.6 eV. Its energy is -36933.8568 eV. As for the net charge: +1.


(3)
ORCA calculation (the ωB97M-V functional and the def2-TZVPD basis) on the ion C6H11O with charge -1.

```
18
Properties=species:S:1:pos:R:3:forces:R:3:nbo_charge:R:1
H 0.9958 -0.5337 -2.1438 0.132 -0.263 1.374 0.182
H -2.6788 -0.8593 0.0963 1.206 -0.251 0.417 0.193
H -1.8075 1.5296 1.8087 -0.042 -0.160 0.433 0.213
H 0.0842 0.6808 0.5882 -1.044 0.752 1.804 0.219
H -2.8590 1.6359 0.4937 -1.086 0.715 -0.409 0.201
H -0.0763 -2.0014 -0.6453 0.286 1.229 1.574 0.173
H -3.3964 0.6392 1.9275 0.483 0.557 -0.459 0.193
C -0.5668 -0.2029 0.6084 -0.456 -0.280 -3.351 -0.205
C -1.9348 -0.1868 0.5721 2.181 0.075 0.726 -0.220
H 1.9893 -1.6633 -1.1357 0.468 1.331 -0.515 0.188
C 2.3658 0.6281 -0.8656 0.652 -1.074 0.465 -0.002
C 0.4302 -1.1264 -0.0317 -1.623 -3.886 0.063 -0.428
H 1.6354 1.4585 -1.0099 -0.081 0.337 -0.416 0.062
C 1.4434 -0.6772 -1.1049 0.952 0.106 0.168 -0.429
H 2.5545 0.7643 0.2911 -0.099 -0.630 -0.922 0.042
C -2.5576 0.9626 1.2663 -0.510 0.138 0.415 -0.635
O 3.4914 0.6465 -1.6266 -1.246 0.114 0.671 -0.943
H 0.8872 -1.6945 0.9111 -0.173 1.190 -2.038 0.196
```
Positions in Å, forces in eV/Å.

Its energy relative to the best compared isomer or geometry (same formula, charge and spin) is 1.920 eV. The value obtained for the gap between HOMO and LUMO is 5.8 eV. Its energy is -8444.9511 eV. Its structure (SMILES) is C/C=C/CCC[O-]. As for the net charge: -1.


(4)
ORCA calculation (the ωB97M-V functional and the def2-TZVPD basis) on a cluster of 7 separate species, C40H43N5O9 in total.

```
97
Properties=species:S:1:pos:R:3:forces:R:3:mulliken_charge:R:1
H -10.6213 -7.8880 7.0965 -0.015 0.100 -0.074 0.356
C -6.7071 -12.5201 16.5580 0.116 1.376 -1.001 -0.917
C -8.1599 -7.8858 9.4167 -0.156 -0.107 -0.359 -0.644
H -13.7328 -13.4498 18.7502 -0.023 -0.333 -0.030 0.434
O -8.1157 -4.0712 12.5127 0.056 0.380 0.414 -0.616
C -10.1364 -7.7833 8.0559 0.456 0.361 0.718 -0.558
H -5.3185 -2.8983 17.8964 -0.068 0.070 -0.071 0.422
H -8.0853 -8.2909 7.3867 -0.381 0.097 -0.508 0.346
O -16.5629 -11.4577 16.1878 -2.289 -0.375 0.043 -0.518
H -6.9524 -13.5679 16.6502 0.145 -0.011 0.466 0.397
H -9.9673 -10.5217 17.5901 -0.040 0.068 0.299 0.477
C -12.1646 -9.0397 14.3467 -0.159 0.511 1.011 -1.089
H -13.9874 -9.5870 10.6711 0.271 -0.514 -0.111 0.307
C -12.2918 -12.1691 19.5726 1.467 1.563 -2.297 -0.291
C -12.8926 -8.9876 15.5322 -0.700 -0.466 0.616 0.240
O -6.9662 -7.9326 14.7840 -0.703 0.170 -0.199 -0.553
O -13.5109 -13.1524 21.3271 -0.225 1.114 -1.019 -0.565
C -19.7536 -10.5428 12.9022 0.223 -0.067 1.370 -0.448
C -11.3262 -12.0004 16.8827 -0.386 0.784 -0.232 -0.237
C -5.8625 -3.2479 17.0314 -1.688 -0.888 -1.757 -0.616
H -12.9731 -13.3138 16.3995 0.020 -0.127 0.097 0.447
C -7.5015 -10.3251 15.8982 0.219 0.782 -0.095 0.094
H -10.7317 -10.6389 19.8780 -0.299 -0.091 0.444 0.432
C -19.3936 -11.2144 14.0756 1.174 1.432 -0.352 -0.491
H -15.6266 -9.3706 11.0770 -0.452 0.009 0.228 0.228
H -10.2872 -8.5248 13.5018 0.284 -0.013 0.004 0.660
O -15.0744 -11.3288 10.8063 -0.440 -1.183 -0.320 -0.451
N -15.8653 -14.2407 10.7007 1.161 -0.674 -0.385 -0.712
C -12.4000 -8.5423 16.7848 -1.297 -0.624 -1.997 -0.897
C -7.3194 -4.1533 14.7283 0.618 0.619 0.118 0.061
H -13.0829 -8.5476 17.6215 0.266 0.002 0.224 0.500
H -16.4237 -9.4635 14.5182 -0.015 -0.496 0.619 0.416
O -11.8752 -11.8583 21.7895 -0.379 0.971 -0.075 -0.541
H -17.4655 -8.1083 12.6945 0.543 0.125 0.679 0.485
H -17.1396 -12.6923 10.1068 0.027 -0.355 -0.695 0.251
C -10.2982 -7.3399 10.4361 0.155 0.524 -0.532 -0.381
N -6.0230 -8.5151 15.2516 1.191 -0.374 0.380 1.085
H -19.5699 -8.7255 11.8540 0.324 -0.066 -0.594 0.405
C -14.7898 -10.0482 11.2469 0.103 1.111 -0.079 -0.248
N -12.6725 -12.3188 20.9943 1.267 -2.330 0.520 0.889
C -5.0947 -10.7339 16.0392 -1.559 -0.202 -0.518 -0.779
C -8.9415 -7.5442 10.4986 1.331 0.604 1.286 0.026
H -15.5978 -12.2191 12.6078 0.952 -0.783 0.142 0.278
C -11.2512 -11.2789 19.1803 0.599 -0.041 0.235 -0.470
H -14.5123 -10.0079 12.3002 0.004 -0.116 0.255 0.024
H -11.9289 -7.1334 9.0983 -0.175 -0.211 -0.191 0.400
H -18.6092 -12.9459 12.0880 0.138 0.098 -0.107 0.223
C -19.0508 -9.3914 12.5274 -2.161 -0.315 -0.342 -0.472
H -14.9719 -13.7895 10.5653 0.565 -0.443 -0.471 0.350
C -17.9220 -8.9715 13.1561 0.290 -0.986 -0.333 -0.741
C -6.8287 -4.2823 17.0881 1.276 1.656 1.737 -0.513
C -7.5157 -4.6751 15.9907 -1.652 -1.245 -1.225 0.142
O -4.9056 -8.0457 15.3439 0.196 0.034 0.000 -0.627
H -8.3001 -9.6475 15.6346 -0.098 -0.050 0.057 0.204
H -10.6031 -7.5799 17.5779 -0.427 -0.176 0.637 0.439
H -9.4139 -7.6034 15.7163 0.167 0.081 -0.617 0.361
C -11.1247 -8.0560 16.7608 0.382 0.953 0.953 -0.446
C -10.4078 -8.0112 15.6057 0.892 -0.907 -1.289 -0.341
H -20.6768 -10.8550 12.4367 -0.013 0.256 -0.266 0.449
H -10.8530 -6.9778 11.2889 0.025 -0.074 0.135 0.481
C -8.7436 -7.9792 8.1841 -1.309 -0.618 -0.482 -0.246
C -10.8755 -8.5758 14.4061 0.804 1.005 0.063 -0.095
H -5.1676 -1.7759 15.6478 0.353 -0.037 -0.068 0.350
C -7.7385 -11.5937 16.3340 -0.212 -1.652 0.192 0.225
C -6.3884 -3.1171 14.6335 -1.180 -0.526 -1.472 -0.576
H -17.5554 -14.2465 12.6263 -0.012 -0.043 0.268 0.365
H -4.0908 -10.3892 15.8399 0.011 -0.013 0.193 0.464
C -10.7568 -11.2068 17.8616 -1.091 -0.701 1.555 0.058
C -10.8892 -7.4102 9.1919 0.121 -0.516 -1.103 -0.434
H -16.7729 -11.3161 12.0497 -0.526 0.717 -0.896 -0.388
H -8.3950 -7.2364 11.3777 -0.188 -0.447 0.570 0.301
C -6.1991 -9.8923 15.7541 0.706 -0.788 0.360 -0.002
H -8.7591 -11.9380 16.4137 0.031 -0.025 0.022 0.227
O -8.5838 -5.7903 13.6958 -0.665 -0.462 0.333 -0.456
H -7.1562 -4.6193 18.0606 0.213 -0.472 0.042 0.373
N -8.1058 -4.6955 13.5555 1.444 0.407 0.169 0.964
C -16.0222 -11.9864 11.6312 -0.664 0.524 1.819 -0.045
H -20.1201 -11.8839 14.5119 0.534 -0.408 0.192 0.471
C -12.4227 -12.8014 17.1747 0.405 0.462 1.172 -0.794
H -13.9022 -9.3637 15.4569 -0.293 0.030 0.331 0.473
H -7.1025 -8.1045 9.4400 0.122 0.295 0.603 0.359
C -18.1574 -10.8181 14.6843 -2.174 -0.854 -0.286 0.475
C -5.3928 -12.0752 16.3828 -0.027 0.517 0.005 -0.272
H -12.6333 -9.3108 13.4122 0.064 -0.301 0.028 0.187
O -18.6275 -12.1863 16.5973 2.013 1.830 -1.963 -0.573
C -12.8472 -12.8760 18.5206 -1.290 -0.603 -0.111 -0.323
C -17.8961 -13.6972 11.7486 -0.922 -0.289 0.887 -1.316
H -10.9758 -11.7413 15.8946 -0.198 -0.708 -0.476 0.476
C -16.7324 -13.1712 10.9973 -0.483 2.339 -0.641 0.540
N -17.7834 -11.5386 15.9249 1.251 -0.822 1.134 0.911
H -15.7698 -14.7375 11.5749 0.252 -0.504 0.100 0.294
H -18.4406 -14.4126 11.1322 0.061 -0.008 -0.068 0.352
H -8.3059 -5.4036 16.0971 0.000 -0.193 0.040 0.375
H -6.1519 -2.6087 13.7105 -0.312 -0.143 -0.218 0.428
H -4.5991 -12.8021 16.4722 0.226 0.129 0.069 0.374
C -5.7652 -2.6691 15.7541 1.524 0.800 1.918 -0.322
C -17.3916 -9.7843 14.1624 0.304 0.876 0.167 -0.343
```
Positions in Å, forces in eV/Å.

Its energy relative to the best compared isomer or geometry (same formula, charge and spin) is 0.000 eV. The value obtained for the gap between HOMO and LUMO is 8.1 eV. Its energy is -68041.1554 eV. Its structure (SMILES) is O=[N+]([O-])c1ccccc1.O=[N+]([O-])c1ccccc1.O=[N+]([O-])c1ccccc1.O=[N+]([O-])c1ccccc1.COC[C@H](C)N.c1ccccc1.c1ccccc1.